This record from the Open Molecules 2025 dataset describes 2 unconnected molecules or ions with the total composition C2H7PS at a distorted geometry. The level of theory is ωB97M-V/def2-TZVPD.

Values from the calculation:
- Energy relative to the best compared isomer or geometry (same formula, charge and spin): 301.3 kJ/mol
- Kohn-Sham gap: 9.455 eV
- LUMO: 0.508 eV
- Energy: -22308.5317 eV
- E_HOMO: -8.95 eV
- Largest force on an atom: 0.1491 hartree/bohr

Structure (ORCA input):
```
! RIJCOSX wB97M-V def2-TZVPD def2/J DEFGRID3
* xyz 0 1
S 1.1150 -2.9352 0.9224
P 1.3851 -0.9624 0.1273
C -0.5376 1.4589 -0.6277
C -0.1853 -0.2922 0.6535
H 1.2036 -1.2583 -1.2635
H 0.1708 -3.3435 0.0956
H -1.4550 1.5750 -0.9874
H -0.0516 0.3108 1.4958
H 0.2298 1.0337 -1.3495
H -0.2272 2.0769 0.1466
H -1.0751 -1.0710 0.7398
*
```